81
Properties=species:S:1:pos:R:3:forces:R:3:lowdin_charge:R:1 method="wB97M-V/def2-TZVPD" charge=+3 homo_ev="-13.8974 / -14.6377" spin_multiplicity=2 orbital_gap_ev="3.9583 / 4.8238" s_squared=0.794 lumo_ev="-9.94 / -9.81" largest_force_ev_per_a=1.23
H -5.41695 5.32231 -0.33333 0.001 -0.021 -0.002 0.14
H 5.32108 -0.82030 -2.85257 -0.009 -0.015 0.002 0.01
C 4.65735 -1.61625 -3.18908 -0.260 0.092 -0.239 -0.27
C -3.50400 1.04205 -0.99090 0.383 -0.459 -0.225 -0.16
C 4.82212 2.70723 -1.33901 -0.013 -0.039 0.022 0.02
H 5.60933 -2.86114 -0.69012 0.029 0.044 -0.008 0.03
C 0.88426 -3.95476 0.75190 0.024 0.411 -0.254 -0.25
H 1.83526 -2.65439 3.70340 -0.037 0.008 -0.034 0.03
H 5.56580 1.92361 1.87900 -0.001 0.000 -0.005 0.13
H 7.10967 3.59276 0.89557 0.001 0.001 0.005 0.13
C -9.93806 5.88073 1.50197 0.078 -0.088 -0.048 0.05
C 2.55600 -4.77212 -1.04550 -0.362 0.148 0.274 -0.33
C -2.23607 1.57959 -0.44690 -0.342 0.286 0.147 -0.05
H -10.94822 5.80844 1.88392 -0.008 0.013 0.012 0.11
C 4.68622 -2.60080 -0.17663 -0.131 -0.045 0.052 -0.24
C 0.27026 2.38660 0.35873 -0.031 0.141 0.157 -0.07
C 5.07411 1.93088 0.91561 -0.027 -0.041 0.039 0.02
H 4.93000 -7.18100 -0.77082 -0.012 0.010 -0.007 0.12
Sb 1.14594 -1.81867 1.25790 0.602 -0.744 0.136 1.38
H 1.06788 -3.40246 -1.71688 0.003 0.031 -0.286 0.03
H 2.22836 -5.71667 2.19252 0.022 -0.010 0.007 0.12
H 3.95630 -5.62146 -2.42025 0.004 0.005 0.025 0.13
C 4.13483 -6.50940 -0.47576 0.024 0.011 -0.145 -0.05
H 1.27280 2.67255 0.65029 -0.012 0.010 -0.002 0.12
C -2.38145 -1.03806 -1.74627 0.311 -0.090 0.072 0.05
O -0.04229 -1.10398 -1.47119 0.803 -0.345 -0.096 -0.18
O -9.53011 4.49135 1.28897 -0.122 0.005 0.050 0.04
H -9.92179 6.40588 0.55018 -0.002 0.010 0.002 0.12
H -6.87266 1.23191 -0.02707 -0.029 0.003 0.011 0.13
C 2.04121 -4.79441 0.26656 0.296 -0.032 0.179 -0.28
C -7.03421 2.28683 0.14399 0.235 -0.078 -0.092 0.06
C -3.49066 -0.30843 -1.58925 -0.208 0.418 0.143 0.05
C -2.08766 2.79773 0.22268 -0.063 -0.206 -0.108 0.04
H -2.93867 3.42508 0.42898 -0.025 -0.008 0.007 0.11
C -1.08565 0.82066 -0.64081 0.149 -0.817 -0.489 -0.15
C -6.20844 4.64642 -0.03499 0.069 -0.131 -0.071 0.07
H 0.03742 -3.98095 0.06324 -0.016 -0.012 0.044 0.07
H 4.15362 -1.31098 -4.10356 0.046 0.011 -0.016 0.02
H -9.27665 6.33682 2.23403 -0.009 0.018 0.010 0.11
H 3.27783 -2.66838 2.66768 0.045 -0.017 -0.023 0.01
C -5.97761 3.21960 -0.22906 -0.260 0.317 0.090 -0.23
H 4.33178 -3.48302 0.35489 -0.034 0.036 0.027 0.00
Ir 1.70862 -0.16546 -0.78427 -1.088 -0.207 0.183 0.73
N 3.32385 1.05485 -0.46289 0.109 0.027 0.406 -0.23
N -4.65737 1.60652 -1.06695 -0.432 0.681 0.219 0.11
N 6.59058 3.57194 0.03479 -0.032 -0.038 0.004 0.18
C -0.69691 -1.48712 2.26208 -0.102 0.308 -0.154 -0.26
H 4.87378 -1.79433 0.52978 0.043 0.047 -0.012 0.00
C 3.58379 -5.63399 -1.40137 0.021 -0.080 0.008 -0.04
C 3.75673 1.85862 -1.45991 -0.017 -0.044 -0.046 -0.14
C -0.82334 3.19783 0.61654 0.163 0.035 0.038 0.01
C -8.38456 4.16394 0.82642 0.046 0.025 -0.003 -0.20
N -4.83310 2.90935 -0.75272 0.239 -0.719 -0.157 0.13
C 3.65838 -6.52027 0.82298 -0.029 -0.034 0.116 -0.05
H -0.59747 -0.65910 2.96703 0.082 -0.094 -0.063 0.03
H 2.09510 -3.98144 -3.04214 0.102 -0.114 -0.014 0.08
H 5.23863 -2.51814 -3.37492 -0.051 -0.014 0.062 0.03
H -1.47838 -1.23724 1.54724 -0.114 -0.068 0.008 0.00
C 2.07522 -3.71789 -1.98809 -0.166 0.012 0.101 -0.27
H 6.92617 4.14706 -0.71847 -0.001 0.007 -0.005 0.13
H -0.68086 4.14007 1.12662 0.033 -0.007 -0.009 0.13
H -8.99784 2.08742 0.93631 -0.007 0.021 -0.002 0.15
H -7.53433 6.16802 0.60316 -0.006 0.001 0.006 0.13
C -7.36443 5.10965 0.47463 -0.059 -0.029 0.024 0.05
Sb 3.26607 -1.97982 -1.63282 0.726 -0.082 -0.001 1.35
H 3.21441 1.79448 -2.39523 -0.011 0.003 -0.001 0.12
C 5.53506 2.76463 -0.12311 0.056 0.073 -0.027 -0.29
C 3.99616 1.11480 0.70502 0.059 0.094 -0.014 -0.15
C 2.39905 -2.09710 2.95641 0.077 0.211 -0.143 -0.27
H 5.11310 3.31817 -2.18279 -0.007 -0.005 0.007 0.13
H -0.97092 -2.39168 2.80299 0.031 -0.017 -0.050 0.03
H 0.55162 -4.33952 1.71631 -0.091 -0.008 -0.023 0.07
H -2.39546 -2.01145 -2.22733 0.035 0.122 0.078 0.14
H 2.70513 -1.14013 3.37504 0.003 -0.026 0.036 0.01
H 3.63020 0.47059 1.49187 0.022 -0.033 0.030 0.09
N 0.14446 1.20785 -0.25180 0.216 0.101 -0.234 -0.04
C 2.62047 -5.67403 1.18262 -0.075 0.011 -0.009 -0.04
C -1.11397 -0.49951 -1.30769 -0.849 0.856 0.261 -0.32
H 4.07605 -7.20157 1.55232 -0.002 0.021 -0.007 0.12
H -4.44915 -0.66991 -1.93895 0.007 0.041 0.010 0.13
C -8.18282 2.74251 0.65923 -0.045 0.092 0.015 0.07

42
Properties=species:S:1:pos:R:3:forces:R:3:nbo_charge:R:1 method="wB97M-V/def2-TZVPD" charge=0 homo_ev=-9.8882 spin_multiplicity=1 orbital_gap_ev=10.1515 lumo_ev=0.26 largest_force_ev_per_a=1.56
H -1.81816 0.30697 4.05458 0.331 0.062 0.127 0.16
O 0.97052 1.37916 -3.20254 -0.110 0.483 -0.429 -0.76
O -2.84323 0.38559 2.29415 0.159 0.306 0.100 -0.75
H -4.40012 -3.59488 1.22197 0.008 -0.173 -0.035 0.22
H 0.35780 0.04166 -1.06326 0.081 -0.113 0.158 0.48
H 0.77224 4.77854 -3.38440 0.061 -0.039 0.279 0.22
H -4.04110 -1.93750 0.71532 -0.067 -0.326 -0.177 0.20
H -3.36450 -2.49602 2.17431 0.126 -0.484 0.044 0.22
H 3.21071 0.60619 -0.49286 0.043 -0.212 1.229 0.51
H -0.18798 2.81272 -2.30191 -0.313 -0.359 -0.181 0.19
O 0.37902 -0.43003 -0.21765 -0.274 0.242 -0.448 -1.00
H 2.02786 3.74604 -2.60564 0.071 0.206 0.114 0.22
C -3.61636 -2.84728 1.16806 -0.458 1.400 0.246 -0.64
O -1.40218 -2.30137 0.46946 0.795 -0.266 0.104 -0.79
H 3.16933 -1.19508 1.29616 0.144 -1.156 0.897 0.51
H -2.04736 -4.24830 0.80458 0.125 0.307 0.182 0.16
O 1.14814 -3.31558 0.07788 0.039 0.120 0.211 -0.99
H -0.53928 -2.76985 0.34302 -0.429 0.180 0.138 0.52
H -0.42040 2.63290 -4.08410 -0.233 0.154 0.049 0.17
H -0.37194 -1.05729 -0.26668 0.218 0.438 0.176 0.51
H -2.51037 2.72158 3.48629 -0.066 -0.046 0.103 0.21
H 2.81326 0.93634 -2.61707 1.115 0.230 0.502 0.49
H -0.76472 2.51812 3.83129 -0.354 0.028 0.024 0.21
O 3.05075 0.43571 0.47810 -1.119 -0.127 -0.824 -1.00
H -2.65449 -0.32739 1.67437 0.378 0.051 0.198 0.48
H 1.30250 1.21740 -4.09947 -0.184 -0.137 0.260 0.47
C -2.40862 -3.28461 0.40990 0.026 -1.273 -0.468 -0.06
H 4.02730 1.87998 -2.62320 0.048 -0.154 0.200 0.47
H 2.43086 -1.89007 2.50575 0.338 0.098 -0.064 0.47
H 1.70826 -4.07587 -0.11612 -0.110 0.160 0.132 0.49
H -2.64205 -3.51895 -0.63860 -0.197 0.241 0.043 0.16
C -1.67613 0.75845 3.07239 -0.934 -0.291 -0.960 -0.06
C -1.58751 2.26020 3.14508 0.715 0.340 0.290 -0.62
H 1.67616 -2.74039 0.67336 0.193 -0.388 -0.324 0.51
H -0.77864 0.38729 2.58094 0.108 -0.274 0.157 0.17
C 1.29752 3.82116 -3.40438 -0.380 -0.386 -0.803 -0.64
H -1.30041 2.71482 2.19401 -0.230 -0.229 -0.113 0.21
O 3.75023 1.01892 -2.28314 -1.276 -0.040 -0.615 -0.96
H 2.07268 0.26168 0.54031 1.049 0.297 -0.325 0.50
O 3.10883 -2.05749 1.83487 -0.493 1.193 -0.879 -0.99
C 0.29529 2.66978 -3.26856 0.993 0.073 0.499 -0.07
H 1.80631 3.79678 -4.37658 0.062 -0.135 0.182 0.20

44
Properties=species:S:1:pos:R:3:forces:R:3:nbo_charge:R:1 method="wB97M-V/def2-TZVPD" charge=+2 homo_ev=-14.4672 spin_multiplicity=1 orbital_gap_ev=6.6375 lumo_ev=-7.83 largest_force_ev_per_a=0.70
O 1.28187 -1.45243 -0.47250 0.497 -0.034 0.042 -0.63
H -4.17914 3.14492 -1.22510 -0.045 0.006 -0.009 0.27
H 3.95205 -2.50894 0.01935 -0.003 -0.035 -0.028 0.24
H -1.85145 4.59720 -1.36601 -0.020 0.032 -0.005 0.26
H -3.32145 0.60454 -0.69258 -0.056 -0.017 0.006 0.24
C -2.01008 3.54974 -1.17323 0.073 -0.023 0.000 0.04
C -2.19413 -2.09194 -1.14214 -0.090 0.050 -0.135 0.07
C -3.17007 2.79782 -1.10280 0.011 -0.075 -0.019 -0.30
C 2.30019 1.85655 -1.03890 0.065 -0.042 -0.022 0.65
N 3.44867 -0.74955 -1.02071 -0.174 0.061 -0.005 -0.37
N -1.41297 1.48170 -0.75857 -0.269 0.077 0.156 -0.35
H -0.94339 -2.00167 -2.85813 0.002 0.012 -0.022 0.26
H -2.64245 -2.32114 -3.21591 0.010 -0.014 -0.015 0.27
H 4.32512 2.47088 -1.56229 0.020 -0.001 0.005 0.28
C -1.96891 -1.75665 -2.57557 -0.034 -0.035 0.011 -0.68
C -1.72226 -1.61011 3.62511 0.056 0.173 -0.446 -0.40
H 0.09238 2.32948 3.80330 0.023 0.010 0.016 0.26
S -3.11179 -3.40904 -0.62280 0.031 0.023 -0.032 0.64
H 1.49216 1.27864 4.02367 -0.010 0.024 0.014 0.26
C 0.63635 1.48425 3.38141 0.029 -0.007 0.022 -0.66
C 4.01001 -2.11128 -0.99108 0.008 0.047 -0.001 -0.41
H 0.99722 1.76301 2.39283 -0.001 0.007 -0.007 0.23
O 1.72340 2.92669 -1.02555 0.089 0.137 -0.052 -0.59
C 2.16311 -0.53927 -0.76432 0.109 0.042 0.197 0.77
Au -0.19155 -0.05220 -0.37580 -0.276 -0.171 -0.624 1.50
C 3.70577 1.61891 -1.32730 0.032 -0.024 0.014 -0.33
C -2.76788 -3.05773 1.00969 0.133 0.354 0.062 -0.44
N -0.62292 -0.23045 2.12796 -0.036 0.014 0.359 -0.56
C -0.25186 0.29282 3.26630 0.056 0.009 -0.067 0.08
N 1.61628 0.68183 -0.76021 0.289 -0.153 -0.095 -0.64
C 4.21609 0.37533 -1.31015 -0.116 0.087 0.033 0.09
H 5.25542 0.16764 -1.51964 0.008 0.026 -0.011 0.25
C -1.46461 -1.30068 2.32015 -0.104 -0.059 0.106 0.04
H -2.14001 -0.69404 -2.74844 0.019 0.019 -0.031 0.25
N -1.68536 -1.40545 -0.13177 -0.162 -0.191 0.212 -0.54
C -1.99097 -1.94460 1.11550 -0.116 -0.285 0.041 0.21
C -2.74927 1.50207 -0.84373 -0.002 0.177 0.117 0.00
N -0.97302 2.74016 -0.95895 -0.195 -0.162 0.003 -0.32
S -0.89818 -0.51265 4.63318 0.009 -0.007 0.067 0.56
H -2.35194 -2.38442 4.02798 -0.019 -0.047 0.014 0.27
H 3.46459 -2.74705 -1.68384 0.001 -0.018 0.033 0.24
H 5.04766 -2.04243 -1.30105 0.009 -0.054 0.009 0.24
H -3.15644 -3.66906 1.80601 -0.007 -0.013 0.035 0.28
H 0.04373 2.92861 -0.98338 0.158 0.077 0.054 0.47

10
Properties=species:S:1:pos:R:3:forces:R:3:nbo_charge:R:1 method="wB97M-V/def2-TZVPD" charge=0 homo_ev=-8.5089 spin_multiplicity=1 orbital_gap_ev=9.1108 lumo_ev=0.60 largest_force_ev_per_a=2.37
S -0.51744 1.11566 -0.20256 -0.338 -1.484 0.218 0.41
C 1.18583 1.41713 0.08375 0.368 1.933 -0.163 -0.10
H -2.25737 -2.05097 0.10482 0.288 0.750 0.209 0.19
C -2.01830 -0.96567 0.06651 -1.234 -1.152 -0.594 -0.05
H 1.26667 -1.26505 -0.09165 0.468 0.276 -0.066 0.13
S 2.54724 -0.78304 -0.13922 -0.235 -0.496 0.214 0.18
H -2.84288 -0.28729 -0.05655 -0.597 0.361 0.183 0.15
H 1.14067 2.56489 0.10827 0.450 -1.413 0.227 0.20
N -0.83032 -0.60884 -0.00712 2.071 1.161 0.048 -0.55
N 2.32590 0.86317 0.13374 -1.244 0.065 -0.276 -0.56